--- one ---
Density functional theory data (the ωB97M-V functional and the def2-TZVPD basis) for one molecule with the formula H2N2O2S.

Last column: natural (NBO) charge in e.
Atoms and positions in Å:
O1 -2.033 1.679 -1.187  -0.3980
H1 -0.974 0.491 0.786  0.4402
H2 1.720 1.255 -1.027  0.1767
N1 -0.915 1.204 -1.224  0.6136
N2 -0.361 0.883 -0.051  -0.5898
O2 -0.157 1.115 -2.171  -0.4133
S1 1.219 0.207 -0.116  0.1706

Results
spin multiplicity: 1
LUMO: 0.2086 eV
gap between HOMO and LUMO: 9.8 eV
SMILES: O=[N+]([O-])NS
highest occupied orbital energy: -9.594 eV
net charge: 0

--- two ---
Density functional theory data (the ωB97M-V functional and the def2-TZVPD basis) for one molecule with the formula H2N2O2S.

Last column: natural (NBO) charge in e.
Atoms and positions in Å:
N1 -0.489 -0.746 0.024  0.5206
H1 2.391 0.536 0.085  0.0852
S1 1.919 -0.580 -0.141  0.2815
O1 -0.344 -1.940 0.142  -0.4400
N2 0.412 0.077 -0.131  -0.4024
H2 -2.250 0.055 0.640  0.5009
O2 -1.729 -0.185 -0.173  -0.5458

Results
spin multiplicity: 1
LUMO: 0.4840 eV
gap between HOMO and LUMO: 9.7 eV
highest occupied orbital energy: -9.238 eV
net charge: 0

Verdict on stability: two comes out at the bottom.